Entry one
ORCA calculation (ωB97M-V with the def2-TZVPD basis set) on a cluster of 2 separate species, C4H4OS2 in total.

Last column: natural (NBO) charge in e.
Cartesian coordinates (Å):
1 C 1.45 -1.13 1.07  -0.16
2 C 1.78 -0.05 0.64  -0.07
3 C 2.19 1.22 0.16  -0.36
4 S 1.45 2.05 -1.01  0.13
5 H 1.14 -2.09 1.43  0.25
6 H 3.08 1.63 0.64  0.22
7 O -2.70 -0.89 -1.78  -0.53
8 C -1.89 -0.64 -0.93  0.26
9 S -2.20 0.33 0.52  -0.03
10 H -0.84 -1.00 -0.96  0.14
11 H -3.48 0.57 0.21  0.15

## Properties
Frontier orbital gap (eV): 8.1
LUMO energy (eV): -1.3
HOMO energy (Ha): -0.343
Multiplicity: 1
Net charge: 0

Entry two
ORCA calculation (ωB97M-V with the def2-TZVPD basis set) on a structure of composition C4H4OS2.

Last column: natural (NBO) charge in e.
Cartesian coordinates (Å):
1 C 0.68 0.27 -0.02  0.02
2 C -1.82 -0.88 0.33  -0.55
3 C -2.04 0.51 0.01  -0.26
4 C -1.28 1.49 0.03  0.12
5 H -2.42 -1.53 -0.17  0.22
6 H -1.99 -1.24 1.35  0.23
7 H -3.16 0.57 -0.27  0.24
8 H -1.54 2.42 -0.24  0.20
9 O 0.13 1.48 -0.14  -0.47
10 S 2.29 0.07 0.13  -0.03
11 S -0.11 -1.34 -0.24  0.27

## Properties
Frontier orbital gap (eV): 8.5
LUMO energy (eV): 0.0
HOMO energy (Ha): -0.312
Multiplicity: 1
Net charge: 0

Entry three
ORCA calculation (ωB97M-V with the def2-TZVPD basis set) on a structure of composition C4H4OS2.

Last column: natural (NBO) charge in e.
Cartesian coordinates (Å):
1 C 1.67 0.24 -0.18  -0.48
2 C 0.23 -0.31 -0.07  0.51
3 C -0.85 0.71 0.30  -0.41
4 C -2.08 0.30 -0.02  -0.28
5 H 1.89 -1.99 -0.26  0.19
6 H -0.67 1.70 1.07  0.27
7 H -2.26 -0.85 -1.04  0.25
8 H -2.97 0.98 0.48  0.23
9 O 0.00 -1.54 -0.26  -0.53
10 S 2.85 -0.93 0.18  0.11
11 S 2.19 1.70 -0.20  0.14

## Properties
Frontier orbital gap (eV): 7.5
LUMO energy (eV): -1.4
HOMO energy (Ha): -0.327
Multiplicity: 1
Net charge: 0

Relative energies, unit hartree: entry one 0.0207; entry two 0.0000; entry three 0.0898

Entry one
ORCA calculation (ωB97M-V with the def2-TZVPD basis set) on the ion C5H8NS with charge +1.

Last column: natural (NBO) charge in e.
Cartesian coordinates (Å):
1 C 0.11 -0.09 1.44  -0.55
2 C 0.40 1.47 -0.44  -0.27
3 C -1.01 -1.36 -0.29  -0.65
4 C 0.32 -0.97 0.26  0.32
5 C -0.67 1.00 0.57  0.01
6 N 1.00 0.05 -0.68  -0.63
7 S -1.97 0.20 -0.38  0.30
8 H -0.65 -0.49 2.27  0.28
9 H 0.88 0.35 1.89  0.24
10 H -0.08 1.92 -1.20  0.24
11 H 1.27 2.03 -0.12  0.23
12 H -1.05 -1.89 -1.31  0.27
13 H -1.47 -2.13 0.41  0.27
14 H 0.84 0.03 -1.77  0.47
15 H 2.09 -0.14 -0.64  0.47

## Properties
Frontier orbital gap (alpha / beta) (eV): 7.2 / 8.0
LUMO energy (alpha / beta) (eV): -6.0 / -5.5
HOMO energy (alpha / beta) (Ha): -0.485 / -0.496
Multiplicity: 1
Net charge: +1

Entry two
ORCA calculation (ωB97M-V with the def2-TZVPD basis set) on the ion C5H8NS with charge +1.

Last column: natural (NBO) charge in e.
Cartesian coordinates (Å):
1 C 2.37 -0.53 0.40  -0.06
2 N 1.21 -0.12 -0.04  -0.25
3 C 0.03 -0.34 0.55  -0.13
4 C -1.20 0.28 -0.28  -0.03
5 C -2.59 0.20 0.15  -0.70
6 S -0.61 1.01 -1.69  0.48
7 C 1.14 0.62 -1.29  -0.36
8 H 3.27 -0.29 -0.13  0.22
9 H 2.43 -1.12 1.30  0.23
10 H -0.12 -0.83 1.49  0.25
11 H -2.74 -0.64 0.81  0.26
12 H -3.26 0.13 -0.70  0.26
13 H -2.85 1.11 0.70  0.28
14 H 1.69 1.56 -1.24  0.27
15 H 1.54 0.03 -2.12  0.27

## Properties
Frontier orbital gap (alpha / beta) (eV): 7.3 / 7.3
LUMO energy (alpha / beta) (eV): -5.1 / -5.1
HOMO energy (alpha / beta) (Ha): -0.456 / -0.456
Multiplicity: 1
Net charge: +1

Relative energies, unit hartree: entry one 0.1313; entry two 0.0000

Entry one
ORCA calculation (ωB97M-V with the def2-TZVPD basis set) on the ion C5H14NS with charge +1.

Last column: natural (NBO) charge in e.
Cartesian coordinates (Å):
1 C -2.24 -0.01 -2.13  -0.73
2 S -1.96 -1.71 -1.49  0.22
3 C -0.23 -1.52 -0.81  -0.51
4 C -0.19 -0.62 0.43  -0.46
5 C 1.16 -0.05 0.64  -0.06
6 C 1.05 1.46 0.16  -0.65
7 N 1.36 0.16 2.13  -0.69
8 H -3.15 0.10 -2.59  0.25
9 H -2.38 0.56 -1.20  0.20
10 H -1.32 0.47 -2.68  0.22
11 H 0.26 -2.41 -0.36  0.24
12 H 0.37 -0.99 -1.55  0.21
13 H -0.95 0.25 0.42  0.22
14 H -0.57 -1.20 1.24  0.22
15 H 2.07 -0.66 0.20  0.26
16 H 0.35 1.56 -0.60  0.24
17 H 0.45 2.03 0.95  0.21
18 H 1.92 2.03 -0.20  0.25
19 H 1.49 -0.68 2.70  0.44
20 H 0.41 0.36 2.45  0.45
21 H 2.10 0.89 2.29  0.46

## Properties
Frontier orbital gap (eV): 8.1
LUMO energy (eV): -3.6
HOMO energy (Ha): -0.432
Multiplicity: 1
Net charge: +1

Entry two
ORCA calculation (ωB97M-V with the def2-TZVPD basis set) on a cluster of 2 separate species, C5H14NS in total.

Last column: natural (NBO) charge in e.
Cartesian coordinates (Å):
1 C -0.20 -1.91 -1.85  -0.61
2 C -1.30 -1.17 -1.10  -0.51
3 S -0.95 0.62 -0.91  0.24
4 C -2.11 0.98 0.44  -0.73
5 H -0.55 -2.91 -2.11  0.25
6 H 0.70 -1.96 -1.24  0.18
7 H 0.09 -1.38 -2.76  0.23
8 H -1.43 -1.57 -0.10  0.20
9 H -2.26 -1.27 -1.61  0.24
10 H -3.12 0.74 0.12  0.25
11 H -1.84 0.42 1.33  0.21
12 H -2.03 2.05 0.64  0.25
13 C 1.88 1.05 1.55  -0.07
14 C 2.17 2.01 0.70  -0.33
15 N 1.29 -0.20 1.00  -0.77
16 H 1.84 1.11 2.62  0.23
17 H 2.45 2.97 1.13  0.25
18 H 2.04 1.92 -0.37  0.23
19 H 0.54 0.08 0.23  0.40
20 H 1.97 -0.83 0.59  0.44
21 H 0.82 -0.75 1.73  0.43

## Properties
Frontier orbital gap (eV): 10.0
LUMO energy (eV): -3.2
HOMO energy (Ha): -0.485
Multiplicity: 1
Net charge: +1

Relative energies, unit hartree: entry one 0.0326; entry two 0.0000

Entry one
ORCA calculation (ωB97M-V with the def2-TZVPD basis set) on the ion C5H14NS with charge +1.

Last column: natural (NBO) charge in e.
Cartesian coordinates (Å):
1 C 1.01 -0.44 -2.90  -0.75
2 S 0.68 1.31 -2.55  0.28
3 C -0.33 1.23 -1.14  -0.56
4 C 0.44 0.83 0.21  -0.46
5 C -0.41 0.05 1.15  -0.03
6 C -0.75 -1.40 0.84  -0.67
7 N -0.17 0.15 2.71  -0.69
8 H 1.63 -0.30 -3.78  0.25
9 H 1.48 -1.08 -2.15  0.21
10 H 0.06 -0.94 -3.09  0.22
11 H -0.78 2.18 -0.85  0.25
12 H -1.08 0.43 -1.19  0.21
13 H 1.38 0.35 -0.08  0.23
14 H 0.88 1.74 0.66  0.22
15 H -1.37 0.56 1.14  0.20
16 H -0.63 -1.66 -0.22  0.26
17 H -0.03 -2.15 1.19  0.24
18 H -1.76 -1.70 1.12  0.24
19 H 0.27 1.07 2.82  0.44
20 H 0.61 -0.41 3.02  0.45
21 H -1.11 0.17 3.08  0.46

## Properties
Frontier orbital gap (eV): 8.0
LUMO energy (eV): -3.7
HOMO energy (Ha): -0.432
Multiplicity: 1
Net charge: +1

Entry two
ORCA calculation (ωB97M-V with the def2-TZVPD basis set) on a cluster of 3 separate species, C5H14NS in total.

Last column: natural (NBO) charge in e.
Cartesian coordinates (Å):
1 C 0.47 -1.49 -0.98  -0.69
2 C 0.18 -0.07 -1.14  0.03
3 C 0.51 0.84 -0.25  -0.47
4 C -0.76 0.34 1.69  -0.39
5 S -2.35 0.72 1.75  0.38
6 C -2.65 -1.23 2.72  -0.46
7 N 2.44 1.62 -2.57  -1.09
8 H 1.05 -1.69 -0.12  0.22
9 H 0.90 -1.94 -1.89  0.27
10 H -0.39 -2.06 -0.86  0.24
11 H -0.16 0.23 -2.11  0.23
12 H 1.45 0.88 0.29  0.25
13 H 0.09 1.90 -0.37  0.22
14 H -0.30 -0.67 1.51  0.24
15 H 0.00 1.01 2.03  0.23
16 H -2.33 -1.86 1.94  0.22
17 H -3.73 -1.32 2.85  0.24
18 H -2.16 -1.12 3.67  0.23
19 H 3.38 1.47 -2.92  0.38
20 H 1.90 2.05 -3.35  0.37
21 H 2.44 2.39 -1.87  0.36

## Properties
Frontier orbital gap (eV): 7.0
LUMO energy (eV): -5.7
HOMO energy (Ha): -0.468
Multiplicity: 1
Net charge: +1

Relative energies, unit hartree: entry one 0.0000; entry two 0.1279

Entry one
ORCA calculation (ωB97M-V with the def2-TZVPD basis set) on the ion C4H7O3 with charge -1.

Last column: natural (NBO) charge in e.
Cartesian coordinates (Å):
1 O -1.07 -2.20 2.05  -0.78
2 C -0.25 -1.26 2.00  0.76
3 O 0.15 -0.52 2.93  -0.80
4 C 0.33 -0.92 0.61  -0.50
5 C -0.41 0.26 -0.03  -0.41
6 C 0.30 0.76 -1.27  -0.05
7 O -0.56 1.66 -2.00  -0.75
8 H 1.37 -0.63 0.74  0.18
9 H 0.31 -1.77 -0.10  0.18
10 H -1.42 -0.03 -0.31  0.20
11 H -0.45 1.06 0.70  0.21
12 H 1.23 1.24 -0.97  0.15
13 H 0.56 -0.05 -1.97  0.15
14 H -0.09 2.41 -2.38  0.46

## Properties
Frontier orbital gap (eV): 7.2
LUMO energy (eV): 3.3
HOMO energy (Ha): -0.144
Multiplicity: 1
Net charge: -1

Entry two
ORCA calculation (ωB97M-V with the def2-TZVPD basis set) on a cluster of 2 separate species, C4H7O3 in total.

Last column: natural (NBO) charge in e.
Cartesian coordinates (Å):
1 O -1.28 1.69 0.08  -0.81
2 C -2.23 1.00 0.52  0.64
3 O -2.24 -0.20 0.83  -0.76
4 H -3.18 1.56 0.66  0.00
5 C 1.79 0.06 -0.39  -0.08
6 O 0.97 0.91 -1.14  -0.78
7 C 1.08 -1.13 0.19  -0.17
8 C 1.51 -2.38 0.08  -0.46
9 H 2.25 0.60 0.47  0.14
10 H 2.63 -0.23 -1.03  0.15
11 H 0.13 1.22 -0.66  0.52
12 H 0.09 -0.90 0.58  0.25
13 H 0.94 -3.21 0.47  0.19
14 H 2.49 -2.56 -0.37  0.17

## Properties
Frontier orbital gap (eV): 8.7
LUMO energy (eV): 4.0
HOMO energy (Ha): -0.174
Multiplicity: 1
Net charge: -1

Relative energies, unit hartree: entry one 0.0000; entry two 0.0146

Entry one
ORCA calculation (ωB97M-V with the def2-TZVPD basis set) on a cluster of 2 separate species, C4H7O3 in total.

Last column: natural (NBO) charge in e.
Cartesian coordinates (Å):
1 C 1.27 -1.84 0.93  -0.63
2 C 1.15 -0.33 1.01  -0.37
3 C 0.78 0.48 -0.02  0.21
4 O 0.49 1.82 0.13  -0.78
5 H 1.01 -2.30 1.91  0.19
6 H 0.42 -2.25 0.22  0.21
7 H 2.22 -2.23 0.58  0.19
8 H 1.36 0.13 1.98  0.18
9 H 0.73 0.12 -1.05  0.17
10 H -0.47 1.95 -0.28  0.51
11 O -1.65 -0.02 -1.35  -0.76
12 C -2.23 1.11 -1.36  0.64
13 O -1.71 2.25 -1.14  -0.78
14 H -3.37 1.09 -1.55  0.02

## Properties
Frontier orbital gap (eV): 8.4
LUMO energy (eV): 4.2
HOMO energy (Ha): -0.155
Multiplicity: 1
Net charge: -1

Entry two
ORCA calculation (ωB97M-V with the def2-TZVPD basis set) on a cluster of 2 separate species, C4H7O3 in total.

Last column: natural (NBO) charge in e.
Cartesian coordinates (Å):
1 C -0.88 -0.09 3.39  -0.63
2 C 0.31 0.01 2.37  -0.35
3 C 0.09 -0.16 1.06  0.16
4 O 1.04 -0.49 0.12  -0.71
5 H -0.88 0.62 4.23  0.19
6 H -1.77 -0.18 2.73  0.21
7 H -0.87 -1.11 3.86  0.19
8 H 1.33 -0.05 2.82  0.18
9 H -0.97 -0.16 0.70  0.18
10 H 0.56 -0.47 -0.72  0.52
11 O -0.85 -0.34 -1.78  -0.82
12 C -0.31 0.35 -2.71  0.62
13 O 0.84 0.85 -2.68  -0.76
14 H -0.99 0.48 -3.57  0.02

## Properties
Frontier orbital gap (eV): 8.5
LUMO energy (eV): 3.9
HOMO energy (Ha): -0.170
Multiplicity: 1
Net charge: -1

Relative energies, unit hartree: entry one 0.0030; entry two 0.0000

Entry one
ORCA calculation (ωB97M-V with the def2-TZVPD basis set) on an isolated molecule of C3H6OS2.

Last column: natural (NBO) charge in e.
Cartesian coordinates (Å):
1 C -1.13 -0.30 -1.07  -0.22
2 O -1.51 0.70 -0.08  -0.51
3 C -1.17 0.25 1.11  -0.16
4 S 0.74 0.41 1.47  0.11
5 C 1.09 -0.87 0.10  -0.66
6 S 0.70 -0.17 -1.51  0.18
7 H -1.26 -1.44 -0.72  0.19
8 H -1.76 -0.12 -2.01  0.22
9 H -1.57 1.20 1.71  0.21
10 H -1.66 -0.69 1.49  0.19
11 H 2.10 -1.22 0.04  0.23
12 H 0.34 -1.73 0.07  0.21

## Properties
Frontier orbital gap (eV): 9.5
LUMO energy (eV): 0.8
HOMO energy (Ha): -0.319
Multiplicity: 1
Net charge: 0

Entry two
ORCA calculation (ωB97M-V with the def2-TZVPD basis set) on an isolated molecule of C3H6OS2.

Last column: natural (NBO) charge in e.
Cartesian coordinates (Å):
1 O 1.55 1.56 0.10  -0.55
2 C 2.17 0.58 -0.16  0.23
3 S 1.57 -1.06 -0.06  0.22
4 C -0.11 -0.72 0.55  -0.54
5 C -1.02 -0.23 -0.60  -0.52
6 S -2.73 0.06 -0.02  -0.05
7 H 3.27 0.61 -0.44  0.14
8 H -0.06 0.06 1.35  0.24
9 H -0.50 -1.62 0.92  0.23
10 H -0.59 0.60 -1.07  0.23
11 H -1.11 -1.03 -1.35  0.22
12 H -2.46 1.17 0.77  0.13

## Properties
Frontier orbital gap (eV): 10.0
LUMO energy (eV): 0.7
HOMO energy (Ha): -0.341
Multiplicity: 1
Net charge: 0

Relative energies, unit hartree: entry one 0.0663; entry two 0.0000

Entry one
ORCA calculation (ωB97M-V with the def2-TZVPD basis set) on a cluster of 2 separate species, C3H6OS2 in total.

Last column: natural (NBO) charge in e.
Cartesian coordinates (Å):
1 C -1.16 1.14 -0.30  -0.37
2 C -0.78 0.12 0.47  -0.26
3 S -1.40 -1.55 0.49  0.02
4 C 0.15 0.24 1.60  0.41
5 O 1.19 0.84 1.53  -0.50
6 H -1.76 0.98 -1.26  0.21
7 H -0.56 2.00 -0.42  0.22
8 H -2.30 -1.49 -0.64  0.16
9 H -0.21 -0.39 2.50  0.12
10 S 1.83 -0.50 -1.54  -0.33
11 H 2.65 -1.43 -2.01  0.15
12 H 2.34 0.04 -0.42  0.18

## Properties
Frontier orbital gap (eV): 9.0
LUMO energy (eV): -0.1
HOMO energy (Ha): -0.335
Multiplicity: 1
Net charge: 0

Entry two
ORCA calculation (ωB97M-V with the def2-TZVPD basis set) on an isolated molecule of C3H6OS2.

Last column: natural (NBO) charge in e.
Cartesian coordinates (Å):
1 C -2.26 -0.52 0.20  -0.75
2 S -0.62 -1.24 -0.18  0.37
3 C 0.55 -0.05 0.15  -0.38
4 S 2.12 -0.31 -0.02  0.04
5 C 0.03 1.37 0.50  -0.13
6 O -0.81 1.98 -0.44  -0.70
7 H -2.31 -0.09 1.24  0.22
8 H -2.46 0.33 -0.47  0.25
9 H -2.91 -1.32 0.15  0.23
10 H 1.05 1.92 0.49  0.19
11 H -0.49 1.39 1.43  0.20
12 H -0.34 1.97 -1.27  0.47

## Properties
Frontier orbital gap (eV): 8.6
LUMO energy (eV): -0.2
HOMO energy (Ha): -0.323
Multiplicity: 1
Net charge: 0

Relative energies, unit hartree: entry one 0.0368; entry two 0.0000